Record 1
This record from the OMol25 dataset describes one molecule with the formula C4H8N2O. The level of theory is ωB97M-V/def2-TZVPD.

Output
Kohn-Sham gap = 0.3508 Eh
structure (SMILES) = [H]/N=C(/C)OC(=C)N
E_HOMO = -8.650 eV
energy above the lowest of the compared OMol25 structures with the same formula, charge and spin = 184.5 kJ/mol
total charge = 0
energy = -341.9334 a.u.
LUMO level = 0.90 eV

Geometry as XYZ:
```
15
Properties=species:S:1:pos:R:3:forces:R:3:lowdin_charge:R:1
C -2.477 0.128 -0.315 0.2 0.1 -0.1 -0.013
N -0.916 -0.766 1.277 -0.9 -1.6 0.2 0.155
C -1.102 -0.207 0.172 -0.1 0.7 1.1 -0.510
C 1.215 0.119 -0.225 -0.7 0.2 -0.7 -0.440
N 1.586 0.653 0.997 -0.2 0.3 0.2 0.110
C 2.019 -0.528 -1.061 -0.3 0.3 -0.1 0.060
O -0.143 0.354 -0.613 1.7 -0.5 -0.1 0.017
H -0.021 -1.174 1.524 0.3 0.8 -0.2 0.057
H 2.559 0.908 1.062 0.0 0.0 0.0 0.099
H 0.974 1.357 1.384 0.0 -0.1 -0.1 0.103
H -2.605 -0.262 -1.323 -0.1 0.0 -0.1 0.084
H -2.605 1.208 -0.354 0.0 0.1 -0.1 0.083
H -3.212 -0.309 0.352 0.0 0.0 0.0 0.080
H 1.651 -0.908 -1.993 -0.2 -0.1 -0.1 0.059
H 3.077 -0.573 -0.883 0.2 -0.2 0.2 0.056
```
Forces are in eV/Å.

=====

Record 2
This record from the OMol25 dataset describes a 2-piece molecular cluster, C4H8N2O overall. The level of theory is ωB97M-V/def2-TZVPD.

Output
Kohn-Sham gap = 0.3385 Eh
structure (SMILES) = Cc1c[nH]cn1.O
E_HOMO = -8.500 eV
energy above the lowest of the compared OMol25 structures with the same formula, charge and spin = 185.4 kJ/mol
total charge = 0
energy = -341.9330 a.u.
LUMO level = 0.71 eV

Geometry as XYZ:
```
15
Properties=species:S:1:pos:R:3:forces:R:3:lowdin_charge:R:1
C 0.697 -1.770 0.934 -0.5 -0.4 1.2 -0.058
C -0.186 -0.766 0.258 -1.4 1.8 -0.7 -0.385
C -1.013 0.249 0.812 0.6 -1.4 -1.4 -0.060
N -1.550 0.924 -0.293 -1.9 0.7 1.0 0.000
C -1.217 0.272 -1.427 4.2 -1.3 3.9 -0.154
N -0.203 -0.664 -1.114 -2.9 1.2 -1.0 0.063
H 1.218 -2.392 0.201 0.0 0.3 0.0 0.069
H 0.131 -2.505 1.620 0.7 1.3 -0.9 0.099
H 1.412 -1.174 1.535 -0.1 -0.7 -0.2 0.080
H -1.426 0.237 1.805 0.1 0.7 0.1 0.102
H -2.149 1.826 -0.340 1.4 -2.5 0.6 0.193
H -1.468 0.814 -2.259 -0.1 0.3 -2.7 0.078
H 1.551 1.007 -0.812 -0.4 -0.6 -0.3 -0.005
H 2.173 2.375 -0.712 0.1 0.0 0.1 0.034
O 2.031 1.567 -0.209 0.3 0.6 0.2 -0.056
```
Forces are in eV/Å.

=====

Record 3
This record from the OMol25 dataset describes one molecule with the formula C4H8N2O. The level of theory is ωB97M-V/def2-TZVPD.

Output
Kohn-Sham gap = 0.3835 Eh
structure (SMILES) = N[C@H]1CC/C1=N\O
E_HOMO = -9.356 eV
energy above the lowest of the compared OMol25 structures with the same formula, charge and spin = 321.7 kJ/mol
total charge = 0
energy = -341.8811 a.u.
LUMO level = 1.08 eV

Geometry as XYZ:
```
15
Properties=species:S:1:pos:R:3:forces:R:3:lowdin_charge:R:1
N -2.062 -0.102 0.161 -0.1 -0.1 0.2 0.044
C -0.712 -0.604 0.336 0.1 0.0 0.0 -0.343
C -0.014 -1.154 -0.941 -0.1 -0.2 -0.1 -0.121
C 1.217 -0.247 -0.669 0.2 0.0 -0.1 -0.093
O 1.609 2.219 0.714 0.1 0.3 0.1 -0.061
C 0.383 0.439 0.381 0.0 0.3 0.3 -0.290
N 0.437 1.529 1.020 -0.3 -0.6 -0.2 0.045
H -2.722 -0.875 0.193 0.0 0.1 0.0 0.073
H -2.294 0.518 0.931 0.0 0.0 -0.1 0.072
H -0.592 -1.308 1.179 0.0 0.1 -0.1 0.145
H -0.568 -0.840 -1.829 0.1 -0.1 0.1 0.110
H 0.167 -2.231 -0.973 0.0 0.2 0.0 0.101
H 1.561 0.395 -1.486 0.0 -0.1 0.1 0.112
H 2.079 -0.772 -0.243 -0.1 0.1 -0.1 0.118
H 1.511 3.032 1.226 0.1 -0.1 -0.1 0.088
```
Forces are in eV/Å.

=====

Record 4
This record from the OMol25 dataset describes one molecule with the formula C4H8N2O. The level of theory is ωB97M-V/def2-TZVPD.

Output
Kohn-Sham gap = 0.3304 Eh
structure (SMILES) = [H]/N=C1/N[C@]1(C)CO
E_HOMO = -8.447 eV
energy above the lowest of the compared OMol25 structures with the same formula, charge and spin = 448.7 kJ/mol
total charge = 0
energy = -341.8327 a.u.
LUMO level = 0.54 eV

Geometry as XYZ:
```
15
Properties=species:S:1:pos:R:3:forces:R:3:lowdin_charge:R:1
C -0.542 0.883 0.811 -1.5 -1.8 -1.2 -0.187
C -0.385 -1.708 0.270 -0.1 0.2 -0.2 -0.017
C 0.767 0.180 -1.086 -3.0 -1.6 -0.1 -0.213
C -0.362 -0.324 -0.324 2.8 2.9 4.0 -0.530
O 0.373 0.856 1.866 0.3 -0.2 -0.1 -0.043
N 1.812 0.711 -1.441 -0.5 1.4 -1.2 0.158
N -0.792 -0.125 -1.642 2.2 -0.2 -2.5 0.116
H 1.234 1.165 1.561 -0.1 0.0 0.0 0.087
H 2.383 1.263 -0.805 0.3 -1.1 0.3 0.069
H -1.194 0.746 -1.963 -0.2 0.3 0.6 0.075
H -1.518 0.639 1.230 -0.1 0.5 0.3 0.115
H -0.583 1.854 0.299 0.0 -0.2 0.0 0.119
H -1.422 -1.968 0.482 0.0 -0.1 0.1 0.086
H 0.215 -1.741 1.179 -0.1 0.1 0.0 0.082
H 0.016 -2.431 -0.437 -0.1 0.0 -0.1 0.083
```
Forces are in eV/Å.

=====

Record 5
This record from the OMol25 dataset describes one molecule with the formula C4H8N2O. The level of theory is ωB97M-V/def2-TZVPD.

Output
Kohn-Sham gap = 0.3862 Eh
structure (SMILES) = [H]/N=C(\OC)N1CC1
E_HOMO = -9.575 eV
energy above the lowest of the compared OMol25 structures with the same formula, charge and spin = 284.5 kJ/mol
total charge = 0
energy = -341.8953 a.u.
LUMO level = 0.93 eV

Geometry as XYZ:
```
15
Properties=species:S:1:pos:R:3:forces:R:3:lowdin_charge:R:1
C -2.568 -0.329 0.028 -0.9 0.1 -0.1 -0.085
C -0.255 0.072 -0.090 1.1 0.6 0.2 -0.491
C 2.079 -0.247 0.735 -0.6 -0.2 1.2 -0.129
C 2.129 -0.118 -0.720 0.6 0.3 -0.3 -0.158
H -3.201 -1.206 -0.109 0.0 0.1 -0.1 0.086
H -2.782 0.029 1.069 0.5 0.1 -0.9 0.109
H -2.848 0.407 -0.765 0.3 -0.3 0.8 0.100
H -1.180 1.836 -0.086 0.9 -0.9 0.3 0.064
H 1.803 0.661 1.328 0.7 -0.9 -0.5 0.113
H 2.612 -1.084 1.239 -0.5 0.9 -0.3 0.110
H 1.954 0.892 -1.024 0.1 0.5 -0.6 0.086
H 2.815 -0.729 -1.347 -0.9 0.3 0.5 0.117
N -0.260 1.347 0.003 -0.8 -0.5 -0.4 0.162
N 0.954 -0.718 -0.110 -0.2 -0.2 0.0 -0.033
O -1.251 -0.813 -0.150 -0.4 0.2 0.2 -0.051
```
Forces are in eV/Å.

=====

Record 6
This record from the OMol25 dataset describes C4H8N2O as an isolated structure. The level of theory is ωB97M-V/def2-TZVPD.

Output
Kohn-Sham gap = 0.3452 Eh
E_HOMO = -8.852 eV
energy above the lowest of the compared OMol25 structures with the same formula, charge and spin = 538.6 kJ/mol
total charge = 0
energy = -341.7985 a.u.
LUMO level = 0.54 eV

Geometry as XYZ:
```
15
Properties=species:S:1:pos:R:3:forces:R:3:lowdin_charge:R:1
C -2.414 0.209 0.226 -0.2 0.1 0.3 -0.133
N -1.154 -0.382 -0.206 -0.1 -0.4 0.3 -0.090
C 0.314 -0.268 0.599 -0.4 0.5 0.0 -0.422
N 0.269 -0.405 1.817 -0.5 -0.5 -1.2 0.127
C 1.304 -0.336 -0.528 0.0 0.2 -0.4 -0.424
O 1.087 -1.019 -1.505 0.1 0.3 0.5 0.092
C 2.495 0.523 -0.340 0.2 0.0 0.0 -0.006
H -2.912 0.805 -0.548 0.4 0.0 0.2 0.080
H -2.233 0.811 1.117 -0.2 0.1 0.1 0.078
H -3.087 -0.616 0.481 -0.2 0.4 0.1 0.075
H -1.111 -0.423 -1.234 0.3 -1.0 0.9 0.118
H -0.857 -1.022 0.949 0.0 0.1 -0.8 0.218
H 3.159 -0.010 0.343 0.2 0.2 0.0 0.101
H 2.960 0.678 -1.314 0.2 0.1 0.2 0.092
H 2.178 1.455 0.141 0.3 -0.1 -0.1 0.095
```
Forces are in eV/Å.

=====

Record 7
This record from the OMol25 dataset describes a 2-piece molecular cluster, C4H8N2O overall. The level of theory is ωB97M-V/def2-TZVPD.

Output
Kohn-Sham gap = 0.3335 Eh
structure (SMILES) = [H]/N=C/NC.C=C=O
E_HOMO = -8.522 eV
energy above the lowest of the compared OMol25 structures with the same formula, charge and spin = 270.7 kJ/mol
total charge = 0
energy = -341.9005 a.u.
LUMO level = 0.55 eV

Geometry as XYZ:
```
15
Properties=species:S:1:pos:R:3:forces:R:3:lowdin_charge:R:1
C 0.066 -2.820 0.372 -0.6 0.0 0.8 0.012
C 0.916 1.756 -0.891 0.2 0.2 0.0 -0.104
N -0.447 1.615 -0.462 -0.1 -0.1 0.3 -0.063
C 1.009 -1.921 0.343 1.9 -0.5 -1.2 -0.284
C -0.906 0.732 0.469 -0.3 1.0 0.4 -0.354
N -2.150 0.714 0.757 -0.3 -0.6 -0.8 0.045
O 1.981 -1.291 0.164 -1.3 0.0 0.6 0.146
H -1.144 2.216 -0.877 0.0 -0.3 0.0 0.129
H -2.467 -0.125 1.231 0.4 0.3 0.6 0.020
H -0.064 -3.539 -0.415 0.2 0.1 -0.4 0.066
H -0.533 -2.963 1.251 -0.2 0.2 0.2 0.059
H -0.114 0.243 1.055 -0.1 -0.4 -0.6 0.108
H 1.035 1.480 -1.944 0.1 0.0 0.1 0.081
H 1.559 1.117 -0.288 0.0 0.0 -0.1 0.061
H 1.259 2.786 -0.765 0.1 0.0 0.0 0.077
```
Forces are in eV/Å.

=====

Record 8
This record from the OMol25 dataset describes one molecule with the formula C4H8N2O. The level of theory is ωB97M-V/def2-TZVPD.

Output
Kohn-Sham gap = 0.3732 Eh
structure (SMILES) = C[C@@]1(C(N)=O)CN1
E_HOMO = -9.206 eV
energy above the lowest of the compared OMol25 structures with the same formula, charge and spin = 285.2 kJ/mol
total charge = 0
energy = -341.8950 a.u.
LUMO level = 0.95 eV

Geometry as XYZ:
```
15
Properties=species:S:1:pos:R:3:forces:R:3:lowdin_charge:R:1
C -0.836 1.040 -1.105 -0.1 0.1 0.3 -0.026
C 0.052 0.251 -0.164 -0.4 0.5 1.0 -0.460
C 1.511 0.159 -0.548 -0.2 -0.2 0.2 -0.091
N 1.057 0.826 0.672 0.2 0.8 0.4 0.043
C -0.644 -0.996 0.490 2.3 -0.9 -1.5 -0.402
O -0.554 -1.803 -0.411 -1.3 -2.0 -0.2 0.044
N -0.824 -1.509 1.777 0.2 0.5 -0.3 0.144
H -0.263 1.781 -1.678 -0.1 -0.1 0.3 0.082
H -1.328 0.380 -1.831 0.2 0.0 0.3 0.090
H -1.606 1.550 -0.524 -0.1 0.1 -0.1 0.078
H 2.104 -0.748 -0.428 -0.3 0.2 0.2 0.106
H 1.873 0.786 -1.376 -0.5 -0.3 0.3 0.110
H 1.051 1.832 0.635 0.4 0.4 -0.1 0.091
H -1.175 -1.112 2.635 0.3 0.6 -0.5 0.090
H -0.417 -2.437 1.854 -0.6 0.2 -0.1 0.102
```
Forces are in eV/Å.

=====

Record 9
This record from the OMol25 dataset describes one molecule with the formula C4H8N2O. The level of theory is ωB97M-V/def2-TZVPD.

Output
Kohn-Sham gap = 0.3703 Eh
structure (SMILES) = N[C@H]1CC=CN1O
E_HOMO = -9.173 eV
energy above the lowest of the compared OMol25 structures with the same formula, charge and spin = 422.4 kJ/mol
total charge = 0
energy = -341.8428 a.u.
LUMO level = 0.90 eV

Geometry as XYZ:
```
15
Properties=species:S:1:pos:R:3:forces:R:3:lowdin_charge:R:1
C 0.366 1.453 -0.159 1.6 0.0 -1.6 -0.052
C -0.756 0.957 -0.620 -2.2 1.9 -1.9 -0.183
C 0.974 0.399 0.739 1.6 1.0 -0.1 -0.139
C 0.278 -0.834 0.299 -3.6 -0.1 1.3 -0.404
N -1.114 -0.327 -0.274 2.4 -2.5 2.2 -0.101
N 0.864 -1.604 -0.695 0.3 -1.3 0.4 0.099
O -1.913 -0.339 0.936 -1.1 0.6 -0.5 -0.051
H 0.887 2.253 -0.712 -0.4 0.0 1.1 0.113
H -1.471 1.371 -1.345 0.6 0.5 0.3 0.120
H 2.111 0.275 0.731 -1.5 0.4 0.2 0.146
H 0.567 0.644 1.712 0.7 0.0 0.7 0.111
H 0.013 -1.351 1.218 -0.2 -0.8 -0.3 0.130
H 1.682 -1.134 -0.888 2.5 0.6 -1.1 0.042
H 0.308 -1.590 -1.509 -0.8 -0.2 -1.0 0.072
H -2.796 -0.171 0.567 0.1 -0.2 0.4 0.096
```
Forces are in eV/Å.

=====

Record 10
This record from the OMol25 dataset describes one molecule with the formula C4H8N2O. The level of theory is ωB97M-V/def2-TZVPD.

Output
Kohn-Sham gap = 0.3214 Eh
structure (SMILES) = C[C@@H](O)NC=C=N
E_HOMO = -7.828 eV
energy above the lowest of the compared OMol25 structures with the same formula, charge and spin = 261.5 kJ/mol
total charge = 0
energy = -341.9041 a.u.
LUMO level = 0.92 eV

Geometry as XYZ:
```
15
Properties=species:S:1:pos:R:3:forces:R:3:lowdin_charge:R:1
C 0.994 0.165 0.017 -0.3 -0.3 0.3 -0.494
C 0.708 -1.259 0.492 0.1 0.4 0.0 -0.030
C -1.804 0.697 0.335 -0.2 -0.1 0.1 -0.213
C -1.202 0.840 -0.811 0.2 0.1 -0.5 -0.153
O 2.326 0.324 -0.374 0.3 0.1 -0.2 -0.014
N -2.370 0.720 1.417 -0.1 0.3 0.6 0.137
N 0.131 0.485 -1.113 0.3 0.0 -0.2 -0.015
H 2.535 -0.358 -1.024 0.0 0.0 0.0 0.098
H 0.845 0.873 0.851 0.0 -0.1 -0.2 0.152
H -2.888 -0.097 1.733 0.1 -0.2 -0.3 0.067
H 0.571 1.193 -1.693 -0.1 0.0 0.2 0.123
H -1.767 1.228 -1.646 -0.2 0.0 0.0 0.114
H 1.408 -1.527 1.279 0.0 0.0 0.1 0.082
H 0.817 -1.951 -0.341 0.0 0.0 -0.1 0.084
H -0.303 -1.332 0.877 -0.1 -0.1 0.1 0.061
```
Forces are in eV/Å.

=====

Record 11
This record from the OMol25 dataset describes C4H8N2O as an isolated structure. The level of theory is ωB97M-V/def2-TZVPD.

Output
Kohn-Sham gap = 0.3930 Eh
E_HOMO = -9.759 eV
energy above the lowest of the compared OMol25 structures with the same formula, charge and spin = 167.0 kJ/mol
total charge = 0
energy = -341.9401 a.u.
LUMO level = 0.94 eV

Geometry as XYZ:
```
15
Properties=species:S:1:pos:R:3:forces:R:3:lowdin_charge:R:1
C 0.362 -0.795 1.615 0.0 0.0 0.0 -0.037
C -0.687 -0.614 0.542 0.1 -0.3 0.1 -0.280
O -1.290 0.720 0.644 0.0 0.1 -0.1 0.027
C -0.645 1.128 -0.491 0.2 0.4 -0.3 -0.437
N -0.425 2.273 -0.959 -0.1 -0.3 0.3 0.167
C -0.187 -0.256 -0.886 -0.1 0.0 0.0 -0.269
N 1.192 -0.449 -1.245 0.0 0.1 -0.1 0.067
H 1.249 -0.204 1.373 -0.1 -0.1 0.1 0.080
H 0.666 -1.841 1.705 0.0 0.1 -0.1 0.084
H -0.022 -0.461 2.585 0.0 -0.1 -0.2 0.085
H -1.463 -1.383 0.547 0.0 0.1 0.2 0.139
H -0.829 2.992 -0.358 0.0 0.0 -0.1 0.063
H -0.871 -0.673 -1.635 0.1 0.0 0.1 0.154
H 1.280 -0.883 -2.155 0.0 0.1 0.1 0.075
H 1.670 0.445 -1.282 0.0 -0.1 0.0 0.080
```
Forces are in eV/Å.

=====

Record 12
This record from the OMol25 dataset describes one molecule with the formula C4H8N2O. The level of theory is ωB97M-V/def2-TZVPD.

Output
Kohn-Sham gap = 0.3247 Eh
structure (SMILES) = [H]/N=C/COC(=C)N
E_HOMO = -8.289 eV
energy above the lowest of the compared OMol25 structures with the same formula, charge and spin = 463.2 kJ/mol
total charge = 0
energy = -341.8272 a.u.
LUMO level = 0.55 eV

Geometry as XYZ:
```
15
Properties=species:S:1:pos:R:3:forces:R:3:lowdin_charge:R:1
C -1.176 -0.103 -1.206 -1.4 -1.6 1.1 -0.268
C 0.938 0.505 0.113 -0.3 2.7 -3.5 -0.388
N 0.391 1.467 0.914 -0.6 -0.6 -0.4 0.112
C -1.145 -1.160 -0.074 2.4 1.2 1.3 -0.226
C 2.242 0.240 0.038 -0.1 -1.0 -0.6 0.017
O 0.051 0.506 -1.297 2.6 -0.5 3.1 -0.104
N -2.073 -1.616 0.635 -0.5 -0.5 -1.1 0.092
H -0.598 1.629 0.769 0.5 0.5 0.6 0.104
H 0.962 1.806 1.678 -0.8 -0.1 0.0 0.112
H -1.794 -2.330 1.310 0.3 0.6 0.1 0.056
H -1.395 -0.682 -2.117 0.0 0.5 0.0 0.126
H -2.000 0.585 -0.960 0.1 0.0 -0.4 0.118
H 0.013 -1.149 0.247 -1.9 -1.2 -0.6 0.131
H 2.609 -0.578 -0.569 -0.1 0.4 -0.2 0.057
H 2.974 0.879 0.519 -0.2 -0.4 0.6 0.060
```
Forces are in eV/Å.